Record 1
Formula: CH3BrI2Si
Source: the Open Molecules 2025 dataset
Level of theory: ωB97M-V/def2-TZVPD

Positions of all 8 atoms, in Å:
1 C 0.829 -0.208 0.569
2 Si -0.623 0.110 -0.618
3 Br 2.367 1.044 -0.040
4 I -1.837 2.211 0.011
5 I -2.133 -1.894 0.032
6 H 1.100 -1.341 0.529
7 H 0.881 0.186 1.652
8 H -0.583 -0.107 -2.135

Output
Kohn-Sham gap (alpha / beta)   0.1976 / 0.1916 hartree
HOMO (alpha / beta)   -5.2 / -9.7 eV
Spin multiplicity   3
<S²>   2.008

What are the natural (NBO) partial charges on each atom? They are as follows, in elementary charge units: C -0.936; Si 0.598; Br -0.083; I -0.205; I 0.217; H 0.246; H 0.282; H -0.119


Record 2
Formula: CH3BrN2O
Source: the Open Molecules 2025 dataset
Level of theory: ωB97M-V/def2-TZVPD

Positions of all 8 atoms, in Å:
1 O 1.727 -1.869 0.098
2 N 0.921 -1.101 -0.384
3 N 0.506 -0.045 0.382
4 C -0.568 0.752 -0.303
5 Br -2.304 -0.126 0.013
6 H 0.678 -0.112 1.454
7 H -0.418 0.713 -1.424
8 H -0.542 1.788 0.164

Output
SMILES   O=NNCBr
Kohn-Sham gap   0.3709 hartree
HOMO   -9.8 eV

What are the natural (NBO) partial charges on each atom? They are as follows, in elementary charge units: O -0.353; N 0.236; N -0.468; C -0.282; Br -0.020; H 0.399; H 0.253; H 0.236


Record 3
Formula: CH3BrO2
Source: the Open Molecules 2025 dataset
Level of theory: ωB97M-V/def2-TZVPD

Positions of all 7 atoms, in Å:
1 O 0.529 -1.032 0.172
2 C 0.094 0.086 -0.370
3 O 0.569 1.181 0.160
4 Br -2.063 -0.019 -0.145
5 H -0.116 -1.608 0.571
6 H 0.111 0.203 -1.506
7 H 0.877 1.189 1.118

Output
SMILES   OC(O)Br
Kohn-Sham gap   0.3896 hartree
HOMO   -10.0 eV

What are the natural (NBO) partial charges on each atom? They are as follows, in elementary charge units: O -0.722; C 0.499; O -0.678; Br -0.312; H 0.521; H 0.183; H 0.509


Record 4
Formula: CH3BrO2P
Source: the Open Molecules 2025 dataset
Level of theory: ωB97M-V/def2-TZVPD

Positions of all 8 atoms, in Å:
1 C 0.054 -0.152 -0.280
2 P 0.782 0.022 -1.929
3 O 1.974 0.948 -2.133
4 O -0.393 0.093 -2.817
5 Br 1.402 -2.130 -1.948
6 H -0.744 -0.980 -0.580
7 H 0.694 -0.659 0.356
8 H -0.366 0.762 0.069

Output
SMILES   C[P@](=O)([O-])Br
Kohn-Sham gap   0.3213 hartree
Charge   -1
HOMO   -5.1 eV

What are the natural (NBO) partial charges on each atom? They are as follows, in elementary charge units: C -1.029; P 2.093; O -1.130; O -1.165; Br -0.449; H 0.242; H 0.218; H 0.220


Record 5
Formula: CH3BrO2S
Source: the Open Molecules 2025 dataset
Level of theory: ωB97M-V/def2-TZVPD

Positions of all 8 atoms, in Å:
1 C -1.284 0.316 -0.587
2 O 1.399 0.434 -0.454
3 O 2.018 -0.856 2.621
4 S 0.358 0.059 -1.431
5 Br 2.214 -1.218 1.038
6 H -1.225 1.262 0.227
7 H -1.579 -0.557 -0.020
8 H -1.900 0.561 -1.393

Output
Kohn-Sham gap (alpha / beta)   0.2845 / 0.2940 hartree
HOMO (alpha / beta)   -9.1 / -9.4 eV

What are the natural (NBO) partial charges on each atom? They are as follows, in elementary charge units: C -0.817; O -0.812; O -0.672; S 0.907; Br 0.687; H 0.249; H 0.237; H 0.221


Record 6
Formula: CH3Cl2
Source: the Open Molecules 2025 dataset
Level of theory: ωB97M-V/def2-TZVPD

Positions of all 6 atoms, in Å:
1 Cl -0.670 -0.257 0.917
2 Cl -2.331 0.646 1.747
3 C 2.243 -1.838 -0.537
4 H 2.867 -1.246 0.093
5 H 1.950 -1.470 -1.495
6 H 1.885 -2.783 -0.197

Output
Kohn-Sham gap (alpha / beta)   0.2835 / 0.3490 hartree
HOMO (alpha / beta)   -9.1 / -11.1 eV
Spin multiplicity   2
<S²>   0.753

What are the natural (NBO) partial charges on each atom? They are as follows, in elementary charge units: Cl 0.000; Cl -0.008; C -0.490; H 0.166; H 0.166; H 0.166


no.,E_tot (eV)
1,-95203.9136
2,-76153.1680
3,-75222.5525
4,-84516.1410
5,-86053.0054
6,-26127.4515